Below is a structure of composition C29H41GaN11O2S, with properties calculated with the ωB97M-V functional and the def2-TZVPD basis.

Structure (XYZ):
```
85
Properties=species:S:1:pos:R:3:mulliken_charge:R:1
Ga -0.189 0.199 -0.443 -0.6370
C -2.649 4.496 2.080 -1.0757
N -2.054 3.152 2.095 0.0733
C -1.913 2.454 3.371 -0.9701
C -1.590 2.578 0.980 1.0287
N -0.951 1.437 0.964 -0.0232
N -1.821 3.270 -0.191 -0.0013
C -1.445 2.890 -1.459 0.5876
N -1.812 3.741 -2.432 -0.3949
N -0.786 1.791 -1.668 -0.0673
H -2.882 4.785 3.098 0.2918
H -3.586 4.517 1.519 0.3894
H -1.952 5.239 1.689 0.4188
H -2.544 2.938 4.107 0.3194
H -0.881 2.482 3.732 0.3119
H -2.249 1.419 3.286 0.3925
H -0.870 1.036 1.886 -0.4433
H -2.336 4.129 -0.113 0.2459
H -2.319 4.592 -2.255 0.1779
H -1.575 3.550 -3.389 0.1968
H -0.563 1.678 -2.648 0.1723
C 2.889 1.092 3.489 -0.8515
N 1.721 0.238 3.726 0.3360
C 1.157 -0.020 4.960 -0.8940
C 0.119 -0.849 4.760 -0.3445
N 0.060 -1.113 3.395 0.6070
C 1.050 -0.425 2.767 -0.7727
S 1.578 -0.429 1.129 0.2152
C -0.912 -2.001 2.821 0.2956
C -1.281 -3.129 3.535 -0.9163
C -2.276 -3.935 3.006 -0.6655
C -2.842 -3.587 1.790 -0.9550
C -2.362 -2.464 1.139 -0.4503
N -1.406 -1.673 1.640 0.4422
H 3.247 1.461 4.445 0.3366
H 2.618 1.931 2.853 0.2884
H 3.678 0.528 2.998 0.4122
H 1.541 0.407 5.873 0.4953
H -0.586 -1.260 5.463 0.5893
H -0.793 -3.383 4.467 0.6018
H -2.593 -4.825 3.534 0.4754
H -3.639 -4.175 1.355 0.5041
H -2.748 -2.175 0.169 0.6285
C 1.448 -4.919 -2.090 -0.8845
N 1.579 -3.936 -0.972 0.1113
C 2.589 -2.898 -1.316 -0.7310
C 0.270 -3.330 -0.461 -0.8978
C -0.668 -2.716 -1.480 1.3771
C -1.413 -3.599 -2.270 -0.5692
C -2.366 -3.155 -3.170 -1.0769
C -2.631 -1.799 -3.250 -0.9255
C -1.946 -0.919 -2.424 0.5528
C -0.939 -1.332 -1.540 0.2163
H 2.429 -5.337 -2.304 0.3634
H 1.069 -4.410 -2.970 0.4197
H 0.775 -5.722 -1.800 0.3726
H 1.948 -4.456 -0.177 0.3754
H 2.223 -2.328 -2.165 0.3468
H 3.526 -3.382 -1.579 0.4649
H 2.745 -2.241 -0.465 0.1494
H 0.563 -2.583 0.267 -0.6148
H -0.242 -4.141 0.058 0.6112
H -1.279 -4.669 -2.153 0.5299
H -2.918 -3.865 -3.773 0.4554
H -3.391 -1.431 -3.930 0.4968
H -2.232 0.123 -2.453 0.3559
O 7.597 3.808 -1.449 -0.5117
C 7.540 2.414 -1.522 -0.4724
N 6.271 1.951 -2.094 -0.1396
C 5.275 1.445 -1.347 0.3812
O 5.321 1.270 -0.139 -0.7030
C 4.004 1.059 -2.075 0.0013
C 3.911 0.692 -3.408 -0.4709
C 2.680 0.269 -3.902 -1.1209
C 1.604 0.194 -3.043 -0.3491
N 1.686 0.542 -1.744 0.1811
C 2.861 0.985 -1.292 -0.2588
H 7.201 4.120 -0.630 0.3257
H 7.651 1.927 -0.558 0.3514
H 8.336 2.098 -2.187 0.3325
H 6.094 2.247 -3.040 0.2343
H 4.778 0.712 -4.057 0.5074
H 2.564 -0.018 -4.939 0.5041
H 0.646 -0.183 -3.382 0.4841
H 2.921 1.284 -0.255 0.8531
```

Its highest occupied orbital energy is -16.15 eV. For the LUMO energy, the calculation gives -7.05 eV. Its HOMO-LUMO gap is 9.10 eV. As for the energy above the lowest of the compared OMol25 structures with the same formula, charge and spin: 0.0 kcal per mole. The maximum force is 0.6 eV/Å. Its total charge is +3. For the molecular weight, the calculation gives 677.5 g/mol.

=====

Below is a cluster of 2 separate species, C29H41N2O5P in total in a non-equilibrium geometry, with properties calculated with the ωB97M-V functional and the def2-TZVPD basis.

Structure (XYZ):
```
78
Properties=species:S:1:pos:R:3:mulliken_charge:R:1
C 3.536 3.245 3.671 -1.4169
C 2.353 2.556 3.007 0.4439
O 2.284 1.198 3.509 -0.3852
P 1.315 0.012 2.987 0.9631
C -0.197 0.876 2.747 -0.1964
C -1.406 0.123 2.873 -0.1599
O -1.537 -1.092 2.990 -0.6822
O -2.463 0.996 2.716 -0.2631
C -3.857 0.614 2.777 -0.4351
C -4.193 -0.789 2.363 -0.8973
O 1.704 -0.747 1.761 -0.7805
O 1.458 -0.953 4.277 -0.4137
C 1.660 -2.379 4.018 -0.0669
C 2.924 -2.896 4.652 -1.2756
H 3.355 4.325 3.635 0.3967
H 3.654 2.932 4.715 0.3246
H 4.456 3.010 3.121 0.2925
H 1.431 3.112 3.247 0.1651
H 2.477 2.567 1.911 0.0908
H -0.313 1.944 2.933 0.8187
H -4.202 0.816 3.797 0.3671
H -4.356 1.330 2.114 0.3148
H -5.222 -0.819 2.005 0.3214
H -3.563 -1.149 1.542 0.1731
H -4.125 -1.462 3.221 0.3800
H 0.754 -2.859 4.399 0.3199
H 1.725 -2.533 2.928 0.2201
H 3.003 -3.958 4.420 0.3751
H 3.810 -2.397 4.256 0.3000
H 2.887 -2.772 5.733 0.3081
C -6.613 -2.030 -2.300 -0.5951
C -7.120 -0.579 -2.265 -0.6247
C -5.953 0.287 -1.768 -0.6986
N -4.833 -0.608 -1.573 0.2345
C -3.625 -0.169 -1.102 1.0911
C -3.458 1.189 -0.717 -0.6146
C -2.291 1.608 -0.109 -0.9027
C -1.171 0.747 -0.014 0.0618
C 0.121 1.258 0.394 -0.2121
C 1.226 1.015 -0.505 -0.0271
C 1.000 0.864 -1.912 -0.7391
C 2.027 0.691 -2.821 -1.0399
C 3.374 0.569 -2.363 1.4493
N 4.405 0.238 -3.183 0.0647
C 5.706 -0.176 -2.682 -0.6626
C 6.498 -0.640 -3.914 -0.5878
C 5.637 -0.327 -5.131 -0.5962
C 4.243 0.056 -4.604 -0.7593
C 3.626 0.783 -0.984 -1.7210
C 2.588 0.942 -0.094 -0.3349
C -1.323 -0.594 -0.443 -0.1076
C -2.511 -1.054 -0.979 -0.8840
C -5.125 -1.996 -1.912 -0.6946
H -7.180 -2.642 -1.594 0.2760
H -6.744 -2.456 -3.298 0.2902
H -7.427 -0.252 -3.263 0.2772
H -7.980 -0.470 -1.599 0.2919
H -5.703 1.072 -2.497 0.3245
H -6.210 0.797 -0.828 0.3383
H -4.266 1.898 -0.889 0.4940
H -2.184 2.640 0.239 0.3376
H 0.170 2.149 1.019 0.9574
H -0.026 0.921 -2.282 0.3545
H 1.796 0.634 -3.895 0.3759
H 6.214 0.665 -2.182 0.2558
H 5.613 -0.979 -1.927 0.3875
H 7.456 -0.127 -3.975 0.2895
H 6.688 -1.710 -3.848 0.2829
H 6.064 0.511 -5.681 0.2783
H 5.560 -1.177 -5.805 0.3017
H 3.509 -0.742 -4.811 0.3935
H 3.860 0.970 -5.083 0.3076
H 4.651 0.789 -0.611 0.3672
H 2.856 0.951 0.953 0.5423
H -0.471 -1.265 -0.323 0.5483
H -2.598 -2.089 -1.330 0.3909
H -4.918 -2.677 -1.068 0.3353
H -4.511 -2.339 -2.765 0.3002
```

Its highest occupied orbital energy is -6.89 eV. For the LUMO energy, the calculation gives -0.51 eV. Its HOMO-LUMO gap is 6.38 eV. As for the energy above the lowest of the compared OMol25 structures with the same formula, charge and spin: 45.8 kcal per mole. The maximum force is 2.0 eV/Å. For the molecular weight, the calculation gives 528.6 g/mol.

=====

Below is a structure of composition C29H41N6Si2V, with properties calculated with the ωB97M-V functional and the def2-TZVPD basis.

Structure (XYZ):
```
79
Properties=species:S:1:pos:R:3:mulliken_spin:R:1
V 0.092 -0.605 -0.188 1.2256
C -0.255 -0.684 4.157 0.0001
C 0.898 -0.024 4.559 0.0025
C 1.779 0.455 3.606 -0.0030
C 1.496 0.263 2.261 0.0299
N 0.367 -0.364 1.884 -0.0785
C -0.484 -0.826 2.804 0.0366
C 2.350 0.680 1.132 -0.0044
C 3.586 1.294 1.296 0.0069
C 4.321 1.664 0.178 0.0002
C 3.818 1.433 -1.096 -0.0007
C 2.580 0.819 -1.254 -0.0889
C 1.836 0.419 -0.148 -0.0479
H -0.967 -1.071 4.871 -0.0004
H 1.109 0.116 5.611 0.0000
H 2.679 0.972 3.903 -0.0001
H -1.371 -1.318 2.427 -0.0211
H 3.985 1.493 2.282 -0.0003
H 5.285 2.138 0.302 -0.0001
H 4.391 1.733 -1.964 -0.0002
H 2.195 0.659 -2.253 0.0010
C 0.898 -1.075 -3.912 -0.0060
C -0.385 -0.465 -3.439 0.0130
C -1.440 -0.209 -4.295 0.0036
C -2.616 0.327 -3.774 0.0020
C -2.735 0.609 -2.430 -0.0023
C -1.627 0.368 -1.617 0.0307
N -0.494 -0.162 -2.140 -0.0293
N -1.486 0.496 -0.258 -0.0281
Si -2.432 1.570 0.786 0.0079
C -3.779 0.575 1.614 -0.0015
C -3.215 2.915 -0.257 -0.0014
C -1.315 2.380 2.039 0.0014
H 0.721 -1.749 -4.748 0.0002
H 1.382 -1.621 -3.104 0.0029
H 1.585 -0.299 -4.257 0.0012
H -1.350 -0.439 -5.347 0.0004
H -3.457 0.507 -4.433 0.0005
H -3.655 0.985 -2.012 0.0004
H -4.395 0.062 0.871 -0.0002
H -4.433 1.222 2.202 -0.0002
H -3.378 -0.185 2.289 -0.0004
H -4.195 2.632 -0.645 0.0000
H -2.584 3.204 -1.099 0.0000
H -3.367 3.798 0.369 -0.0001
H -1.049 1.733 2.875 0.0006
H -1.847 3.237 2.462 -0.0001
H -0.396 2.755 1.579 -0.0003
N 1.257 3.865 0.056 -0.0003
N 0.175 3.817 -0.879 0.0002
H 1.740 4.757 0.031 0.0000
H 1.917 3.143 -0.203 -0.0001
H 0.379 4.353 -1.716 0.0000
H -0.627 4.245 -0.433 0.0000
C 2.115 -3.288 1.807 0.0003
Si 1.545 -3.488 0.042 0.0065
C 0.978 -5.222 -0.308 -0.0020
C 2.917 -2.999 -1.115 0.0028
N 0.125 -2.407 -0.232 -0.0593
C -1.196 -2.967 -0.219 0.0228
C -1.717 -3.510 0.957 -0.0139
C -3.004 -4.019 0.983 0.0062
C -3.789 -3.992 -0.163 -0.0050
C -3.268 -3.473 -1.338 0.0056
C -1.975 -2.968 -1.372 -0.0124
H 2.890 -4.028 2.022 -0.0001
H 1.309 -3.435 2.529 0.0001
H 2.552 -2.301 1.977 -0.0004
H 1.838 -5.895 -0.274 -0.0003
H 0.536 -5.298 -1.304 0.0001
H 0.244 -5.580 0.414 0.0002
H 3.812 -3.573 -0.866 0.0000
H 3.174 -1.941 -1.036 -0.0020
H 2.666 -3.223 -2.154 0.0007
H -1.095 -3.548 1.844 -0.0012
H -3.395 -4.442 1.899 0.0000
H -4.796 -4.387 -0.142 -0.0003
H -3.865 -3.465 -2.240 0.0000
H -1.567 -2.578 -2.296 -0.0004
```

Its highest occupied orbital energy (spin up / spin down) is -10.83 / -10.90 eV. For the LUMO energy (spin up / spin down), the calculation gives -3.47 / -3.26 eV. Its HOMO-LUMO gap (spin up / spin down) is 7.36 / 7.65 eV. As for the energy above the lowest of the compared OMol25 structures with the same formula, charge and spin: 3.6 kcal per mole. Its spin multiplicity is 2. The maximum force is 0.1 eV/Å. Its total charge is +1. For the molecular weight, the calculation gives 580.8 g/mol.

=====

Below is a structure of composition C29H41N9O3STl, with properties calculated with the ωB97M-V functional and the def2-TZVPD basis.

Structure (XYZ):
```
84
Properties=species:S:1:pos:R:3:mulliken_charge:R:1
Tl -0.692 -0.216 0.917 1.7474
C -4.778 -1.486 -0.799 -1.7758
C -3.486 -0.809 -0.475 0.7760
N -2.751 -1.137 0.524 0.6781
N -3.106 -2.133 1.370 -1.2365
C -2.392 -2.096 2.498 0.0779
O -1.489 -1.248 2.773 -0.7449
C -2.661 -3.179 3.479 0.6646
C -1.931 -3.206 4.665 -0.3554
C -2.146 -4.217 5.588 -0.7552
C -3.089 -5.201 5.330 -0.3664
C -3.818 -5.177 4.148 -0.7315
C -3.608 -4.168 3.224 -0.1988
C -3.021 0.335 -1.304 0.7419
C -3.541 0.575 -2.572 -0.9302
C -3.085 1.671 -3.284 -0.6132
C -2.133 2.504 -2.713 -1.0657
C -1.667 2.193 -1.450 -0.1000
N -2.105 1.142 -0.764 0.1347
H -5.026 -2.194 -0.016 0.3684
H -5.581 -0.754 -0.900 0.3936
H -4.697 -2.024 -1.746 0.3635
H -1.200 -2.432 4.848 0.4536
H -1.580 -4.236 6.509 0.4130
H -3.258 -5.990 6.051 0.3961
H -4.553 -5.945 3.950 0.4051
H -4.173 -4.136 2.302 0.4233
H -4.290 -0.080 -2.990 0.4785
H -3.477 1.878 -4.270 0.4578
H -1.765 3.379 -3.230 0.4794
H -0.925 2.810 -0.957 0.5481
N 0.142 -2.704 0.842 -0.4541
N 1.300 -2.715 1.630 -0.1619
C 1.929 -1.559 2.038 0.5323
O 2.907 -1.608 2.749 -0.7069
O 1.424 -0.430 1.575 -0.6241
H -0.553 -3.339 1.226 0.2823
H 0.357 -2.974 -0.116 0.2533
H 1.641 -3.581 2.019 0.2057
N 1.121 1.565 3.468 -0.1910
C -0.101 2.084 3.309 0.7161
C -0.574 3.034 4.247 -0.9947
C -1.804 3.596 4.093 -0.3040
C -2.599 3.221 3.002 -1.1840
C -2.096 2.293 2.139 -0.1786
N -0.870 1.720 2.257 0.1211
H 1.621 1.757 4.317 0.2041
H 1.474 0.843 2.843 0.1267
H 0.065 3.297 5.078 0.4281
H -2.163 4.320 4.812 0.4220
H -3.585 3.631 2.847 0.4858
H -2.683 1.949 1.303 0.3998
C 5.215 3.773 -2.435 -1.0782
C 4.739 3.923 -0.993 -0.6185
C 3.474 3.116 -0.700 0.0061
C 3.757 1.617 -0.602 -1.3045
N 2.549 0.803 -0.610 0.0433
C 1.830 0.509 -1.686 0.7338
S 0.411 -0.467 -1.561 -0.1848
N 2.212 0.975 -2.877 0.1017
C 1.629 0.672 -4.181 -0.8704
C 2.503 -0.283 -4.991 -0.7841
C 2.585 -1.701 -4.429 -0.1292
C 1.306 -2.503 -4.645 -1.1617
H 6.083 4.400 -2.631 0.3824
H 4.431 4.072 -3.134 0.2763
H 5.509 2.748 -2.669 0.2650
H 4.545 4.976 -0.785 0.3527
H 5.533 3.617 -0.307 0.3085
H 2.736 3.303 -1.486 0.2734
H 3.018 3.441 0.238 0.2529
H 4.269 1.396 0.334 0.5309
H 4.432 1.283 -1.397 0.3308
H 2.266 0.339 0.255 -0.1158
H 3.098 1.460 -2.906 -0.0642
H 1.527 1.621 -4.712 0.3180
H 0.629 0.272 -4.020 0.4433
H 3.503 0.152 -5.074 0.3635
H 2.100 -0.319 -6.006 0.3981
H 2.828 -1.665 -3.363 0.1196
H 3.416 -2.217 -4.911 0.3917
H 0.456 -2.056 -4.129 0.2095
H 1.417 -3.521 -4.274 0.3360
H 1.064 -2.562 -5.707 0.3686
```

Its highest occupied orbital energy is -10.75 eV. For the LUMO energy, the calculation gives -3.10 eV. Its HOMO-LUMO gap is 7.65 eV. As for the energy above the lowest of the compared OMol25 structures with the same formula, charge and spin: 0.0 kcal per mole. The maximum force is 0.3 eV/Å. Its total charge is +1. For the molecular weight, the calculation gives 800.2 g/mol.

=====

Below is a structure of composition C29H43BBrF2N3O6S2Ti in a non-equilibrium geometry, with properties calculated with the ωB97M-V functional and the def2-TZVPD basis.

Structure (XYZ):
```
88
Properties=species:S:1:pos:R:3:mulliken_spin:R:1
Ti -0.014 -0.084 0.084 0.1837
O 1.455 0.681 -3.619 0.0867
C 0.822 0.243 -2.660 0.0893
O 1.130 0.563 -1.399 -0.0221
C -0.252 -0.757 -2.716 0.2598
C -0.835 -1.357 -3.825 -0.1390
C -1.688 -2.432 -3.642 0.2522
C -1.850 -2.984 -2.337 -0.0443
C -1.259 -2.358 -1.284 0.1294
N -0.581 -1.188 -1.460 0.1652
C -1.064 -2.861 0.133 0.0129
O -1.470 -3.954 0.490 0.0294
O -0.350 -2.026 0.828 -0.0188
H -0.591 -0.983 -4.812 -0.0055
H -2.164 -2.901 -4.493 0.0248
H -2.380 -3.911 -2.166 -0.0027
C -2.278 -0.339 7.839 0.0000
C -2.872 -0.925 6.558 0.0002
C -4.367 -0.580 6.525 0.0000
C -2.713 -2.451 6.599 0.0001
C -2.177 -0.392 5.308 0.0009
C -2.714 -0.659 4.050 0.0009
C -2.049 -0.271 2.911 0.0016
Br -2.951 -0.531 1.265 0.0019
C -0.791 0.365 2.948 -0.0012
O -0.078 0.533 1.842 0.0311
C -0.330 0.795 4.203 0.0022
C -1.012 0.354 5.343 -0.0001
C 0.856 1.743 4.441 -0.0009
C 0.383 2.893 5.351 0.0002
C 1.416 2.412 3.186 -0.0005
C 1.994 0.983 5.133 -0.0001
H -2.826 -0.721 8.703 0.0000
H -2.343 0.751 7.851 0.0000
H -1.230 -0.618 7.964 0.0000
H -4.835 -0.841 7.478 0.0000
H -4.892 -1.128 5.742 0.0000
H -4.519 0.486 6.348 0.0001
H -3.181 -2.865 7.496 0.0000
H -1.657 -2.728 6.600 0.0000
H -3.174 -2.915 5.726 -0.0001
H -3.656 -1.180 3.944 -0.0010
H -0.603 0.631 6.304 -0.0002
H -0.456 3.419 4.893 0.0000
H 1.201 3.604 5.496 0.0000
H 0.066 2.547 6.334 0.0001
H 0.622 2.919 2.632 -0.0002
H 1.904 1.716 2.511 0.0011
H 2.151 3.155 3.512 -0.0001
H 1.674 0.564 6.089 0.0000
H 2.837 1.654 5.322 0.0000
H 2.345 0.164 4.504 0.0000
F -2.074 2.295 0.473 0.0070
B -1.151 1.765 -0.403 -0.0627
F -1.585 1.909 -1.710 -0.0014
C 4.202 -0.187 -2.663 0.0019
N 4.107 -0.073 -1.222 -0.0005
C 3.294 -0.816 -0.455 0.0041
N 2.706 -1.880 -1.045 0.0034
S 3.001 -0.450 1.159 -0.0046
H 4.791 0.649 -3.032 -0.0004
H 3.216 -0.133 -3.135 -0.0001
H 4.713 -1.109 -2.951 0.0001
H 4.451 0.752 -0.764 0.0005
H 2.580 -1.883 -2.046 -0.0042
H 1.961 -2.307 -0.512 0.0064
C 3.989 5.693 1.391 0.0000
C 3.546 4.433 0.661 -0.0001
C 2.063 4.484 0.310 -0.0009
S 1.543 2.966 -0.482 0.0044
O 0.034 3.007 -0.286 0.0086
C 1.886 3.367 -2.217 0.0080
C 0.698 3.955 -2.959 -0.0019
C 0.413 5.413 -2.630 0.0003
H 5.041 5.637 1.669 0.0000
H 3.408 5.836 2.304 0.0000
H 3.852 6.581 0.770 0.0000
H 3.735 3.553 1.273 0.0000
H 4.137 4.307 -0.251 0.0001
H 1.826 5.327 -0.341 -0.0001
H 1.436 4.537 1.201 -0.0001
H 2.182 2.426 -2.673 -0.0059
H 2.740 4.054 -2.185 0.0004
H -0.182 3.352 -2.747 0.0008
H 0.905 3.820 -4.021 0.0003
H 0.037 5.522 -1.610 -0.0002
H -0.354 5.810 -3.295 0.0000
H 1.304 6.039 -2.739 0.0000
```

Its highest occupied orbital energy (spin up / spin down) is -2.84 / -4.66 eV. For the LUMO energy (spin up / spin down), the calculation gives 2.05 / 2.05 eV. Its HOMO-LUMO gap (spin up / spin down) is 4.89 / 6.71 eV. As for the energy above the lowest of the compared OMol25 structures with the same formula, charge and spin: 10.9 kcal per mole. Its spin multiplicity is 2. The maximum force is 1.3 eV/Å. Its total charge is -1. For the molecular weight, the calculation gives 770.4 g/mol.